A | Density functional theory data (ωB97M-V/def2-TZVPD) for 2 unconnected molecules or ions with the total composition C5H15NOS.

CARTESIAN COORDINATES (ANGSTROEM)
C  1.6183  0.5272  2.6386
C  0.6170  1.6398  2.4333
C  0.0821  1.7397  0.9321
N  -0.9243  0.5521  0.7390
C  -1.1250  0.5792  -0.6768
C  -0.5016  -0.6055  -1.4732
S  -1.3638  -2.2339  -0.9661
H  2.2164  0.8929  3.5586
H  1.2606  -0.5727  2.7074
H  2.4407  0.4608  1.8750
H  -0.3333  1.3897  2.9521
H  1.0370  2.6204  2.5140
H  0.8819  1.7895  0.2646
H  -0.3466  2.7138  0.8141
H  -0.4897  -0.2144  1.0536
H  -0.9915  1.6192  -1.1964
H  -2.2547  0.4142  -0.7712
H  -0.7141  -0.3138  -2.5691
H  0.5892  -0.7166  -1.3231
H  -2.3161  -1.6129  -0.1768
O  2.2940  0.0898  -2.3528
H  2.0259  -0.8396  -2.1721
H  2.7881  0.2457  -1.5471

Results
multiplicity	1
SMILES string	CCCNCCS.O
lowest unoccupied orbital energy	0.5	eV
HOMO energy	-9.1	eV



B | Density functional theory data (ωB97M-V/def2-TZVPD) for 2 unconnected molecules or ions with the total composition C5H15NOS.

CARTESIAN COORDINATES (ANGSTROEM)
C  2.4143  1.9690  0.1931
N  1.0583  1.9838  -0.3230
C  -0.0472  1.5141  0.4259
C  -0.5344  0.0932  -0.1002
C  -1.9919  -0.3274  0.2903
C  -3.1734  0.3069  -0.3381
S  -3.2936  -0.4787  -1.8955
H  3.0630  1.3038  -0.2337
H  2.9596  2.8524  -0.1872
H  2.4074  2.1164  1.2572
H  1.0194  2.0144  -1.3226
H  0.2143  1.5374  1.5024
H  -1.0419  2.1065  0.2099
H  0.0120  -0.7702  0.1351
H  -0.5246  0.2392  -1.2064
H  -2.1368  -1.4962  0.3264
H  -2.0569  -0.1494  1.3168
H  -2.9838  1.4370  -0.5824
H  -4.1556  -0.0224  0.0953
H  -2.3996  -0.0457  -2.7484
O  3.4121  -5.6712  0.8946
H  4.4012  -5.6053  0.8329
H  3.3780  -4.9076  1.4577

Results
multiplicity	1
SMILES string	CNCCCCS.O
lowest unoccupied orbital energy	0.7	eV
HOMO energy	-8.2	eV



Stability summary - winner: A; margin: 15.1 kJ/mol.



A | Density functional theory data (ωB97M-V/def2-TZVPD) for a single C11H12N2O molecule.

CARTESIAN COORDINATES (ANGSTROEM)
C  1.2327  0.1370  -0.7957
C  2.3331  0.8952  -1.4274
N  3.3271  1.4704  -1.6935
N  -0.0701  0.5887  -1.4614
C  -1.0982  -0.2880  -1.6546
C  -2.4158  0.1814  -1.7386
C  -2.6420  1.5736  -1.7492
C  -1.5316  2.4389  -1.7509
C  -0.2545  1.9027  -1.6848
H  1.3163  -0.9308  -1.0356
H  -0.7935  -1.3498  -1.6201
H  -3.2294  -0.5551  -1.7787
H  -3.6504  1.9827  -1.7851
H  -1.5675  3.5309  -1.7861
H  0.6308  2.5556  -1.6788
C  -0.0168  -2.5592  3.0310
C  1.0105  -1.8170  2.1669
C  0.7942  -0.4254  1.9251
C  1.4769  0.2630  0.7928
O  1.9313  -2.4580  1.6257
H  -0.7935  -1.8932  3.4631
H  -0.5432  -3.3201  2.4068
H  0.4925  -3.0924  3.8614
H  0.0281  0.0346  2.6038
H  1.5255  1.3391  1.0171
H  2.5077  -0.2047  0.7468

Results
multiplicity	1
lowest unoccupied orbital energy	-1.7	eV
HOMO energy	-6.1	eV



B | Density functional theory data (ωB97M-V/def2-TZVPD) for a single C11H12N2O molecule.

CARTESIAN COORDINATES (ANGSTROEM)
C  2.5988  -3.4039  -0.7560
C  2.6220  -1.8907  -0.9612
O  2.9406  -1.4275  -2.0169
N  2.2858  -1.2124  0.1496
C  1.3762  -0.3356  0.2362
C  0.9569  0.2755  1.6216
C  -0.3141  -0.2489  2.3004
N  -0.2983  1.0746  1.7440
C  -1.0076  1.3510  0.6060
C  -2.2933  0.8833  0.4404
C  -3.0819  1.2825  -0.5663
C  -2.5963  2.0614  -1.5708
C  -1.3431  2.6095  -1.3678
C  -0.5578  2.3276  -0.3179
H  1.6005  -3.6466  -0.8798
H  2.7800  -3.7979  0.3652
H  3.2191  -3.9514  -1.5411
H  0.8325  -0.0354  -0.6532
H  1.8277  0.5366  2.1853
H  -0.8882  -1.1493  1.9121
H  -0.2466  -0.4588  3.3228
H  -2.7421  0.1926  1.0746
H  -4.0983  0.7901  -0.6290
H  -3.1578  2.2880  -2.4196
H  -0.8242  3.1508  -2.1022
H  0.4093  2.7350  -0.1764

Results
multiplicity	1
SMILES string	CC(=O)/N=C/[C@@H]1CN1c1ccccc1
lowest unoccupied orbital energy	0.3	eV
HOMO energy	-8.4	eV



Stability summary - winner: B; margin: 116.8 kJ/mol.



A | Density functional theory data (ωB97M-V/def2-TZVPD) for 8 unconnected molecules or ions with the total composition C24H64O24S8.

CARTESIAN COORDINATES (ANGSTROEM)
C  -2.3674  4.8854  3.7465
C  -3.6103  4.3594  3.0085
O  -3.8938  3.1376  3.7173
S  -4.8211  2.0131  2.9940
C  -3.7432  0.5332  3.3267
O  -5.9785  1.8008  3.8687
O  -4.9760  2.3005  1.5791
H  -1.5249  4.3981  3.2501
H  -2.4034  4.5843  4.7925
H  -2.1317  5.9463  3.7685
H  -4.4795  4.9996  3.1575
H  -3.4584  4.1985  1.9430
H  -2.7607  0.8095  2.9415
H  -4.0521  -0.3940  2.8494
H  -3.6399  0.3724  4.3975
C  7.8426  -1.9222  -0.7557
C  6.7707  -0.8666  -0.6526
O  6.5149  -0.3208  -1.9561
S  5.0325  0.4498  -2.0482
C  3.9621  -1.0059  -2.4306
O  4.6565  1.0262  -0.7619
O  5.0899  1.2121  -3.2806
H  8.7849  -1.6538  -1.2319
H  7.4058  -2.6567  -1.4404
H  8.0064  -2.4604  0.1765
H  5.9285  -1.3929  -0.1990
H  7.1034  -0.1050  0.0539
H  3.7624  -1.5692  -1.5203
H  4.6106  -1.6318  -3.0413
H  3.0778  -0.6106  -2.9218
C  -0.4230  -0.0289  -5.5323
C  0.6728  0.5059  -4.5991
O  0.5611  1.9332  -4.4079
S  1.8033  2.7221  -3.6344
C  2.9484  2.9612  -5.0376
O  1.2449  4.0214  -3.3055
O  2.3640  1.8435  -2.6666
H  -1.2205  -0.5320  -4.9762
H  -0.1906  -0.6834  -6.3693
H  -1.1178  0.7431  -5.8767
H  0.5817  -0.0570  -3.6690
H  1.6368  0.2187  -5.0237
H  3.3732  1.9793  -5.2379
H  3.6747  3.7004  -4.7087
H  2.3867  3.2901  -5.9089
C  -3.5073  5.6492  -1.8786
C  -3.7405  6.8167  -0.9068
O  -3.3615  6.5251  0.4453
S  -3.0524  7.7815  1.4656
C  -1.2028  7.6262  1.4544
O  -3.5411  9.0366  0.8599
O  -3.6673  7.4203  2.7275
H  -2.4694  5.3092  -1.8523
H  -3.9095  5.9661  -2.8356
H  -3.9321  4.7725  -1.3829
H  -3.2868  7.7448  -1.2544
H  -4.8135  6.9616  -0.7658
H  -0.8139  8.4460  2.0575
H  -0.9329  7.9052  0.4358
H  -0.8599  6.6368  1.7401
C  -4.0671  -0.1000  -4.0347
C  -3.6794  -1.5336  -3.8519
O  -2.4007  -1.5172  -3.1395
S  -1.9202  -2.9237  -2.4947
C  -1.4032  -3.7986  -4.0325
O  -0.7269  -2.5986  -1.7718
O  -2.9782  -3.7112  -1.9183
H  -3.7469  0.2403  -5.0197
H  -3.7949  0.6401  -3.2878
H  -5.1595  -0.1286  -4.0673
H  -4.3854  -2.1485  -3.2925
H  -3.5565  -2.0758  -4.7915
H  -1.1575  -4.8384  -3.8330
H  -0.5930  -3.1893  -4.4260
H  -2.2825  -3.7847  -4.6749
C  -0.9066  -4.0685  2.9478
C  -2.1433  -4.9652  2.6243
O  -1.7868  -6.3041  2.8286
S  -2.9005  -7.4145  2.6116
C  -2.1573  -8.8761  3.4281
O  -4.0974  -7.0585  3.3460
O  -2.9908  -7.6998  1.2036
H  -1.1884  -3.0220  3.0464
H  -0.0697  -4.1822  2.2604
H  -0.5571  -4.4031  3.9278
H  -3.0128  -4.5623  3.1477
H  -2.4499  -4.6844  1.6121
H  -1.2499  -9.1948  2.9162
H  -2.7906  -9.7477  3.2659
H  -2.0616  -8.6229  4.4807
C  -1.7954  1.7727  -1.3269
C  -1.1685  1.7364  0.1228
O  -0.9368  0.4246  0.6016
S  0.4659  0.0208  1.3390
C  1.4380  -0.4299  -0.1238
O  0.9941  1.1666  2.0668
O  0.2062  -1.1375  2.1495
H  -1.9183  2.7977  -1.6758
H  -2.7730  1.2971  -1.3626
H  -1.0641  1.2823  -1.9711
H  -0.2883  2.3640  0.2578
H  -1.9775  2.1268  0.7451
H  1.0405  -1.3918  -0.4491
H  2.4119  -0.5735  0.3440
H  1.3940  0.2452  -0.9754
C  6.7766  -2.4441  3.7501
C  5.3171  -2.7386  4.1836
O  4.7289  -3.6866  3.3501
S  3.3410  -3.3039  2.5487
C  2.2368  -3.1201  4.0349
O  3.5786  -2.0226  1.8725
O  2.9239  -4.4236  1.7469
H  6.6636  -1.7430  2.9218
H  7.1315  -3.3757  3.3093
H  7.3973  -2.0182  4.5334
H  5.2285  -3.0655  5.2222
H  4.7933  -1.7799  4.1448
H  2.2419  -4.0993  4.5120
H  1.2252  -2.8692  3.7287
H  2.6887  -2.3894  4.7013

Results
multiplicity	1
SMILES string	CCOS(C)(=O)=O.CCOS(C)(=O)=O.CCOS(C)(=O)=O.CCOS(C)(=O)=O.CCOS(C)(=O)=O.CCOS(C)(=O)=O.CCOS(C)(=O)=O.CCOS(C)(=O)=O
lowest unoccupied orbital energy	0.1	eV
HOMO energy	-10.7	eV



B | Density functional theory data (ωB97M-V/def2-TZVPD) for 8 unconnected molecules or ions with the total composition C24H64O24S8.

CARTESIAN COORDINATES (ANGSTROEM)
C  -0.0322  0.9377  -1.2923
C  -1.1202  -0.0078  -1.7249
O  -1.0267  -1.1687  -0.8895
S  -1.9921  -2.3759  -1.2861
C  -1.2400  -3.6675  -0.3735
O  -3.2490  -2.0956  -0.6996
O  -1.8577  -2.6125  -2.6883
H  -0.1640  1.0764  -0.2148
H  -0.0430  1.9464  -1.7045
H  0.9569  0.5332  -1.5082
H  -2.1087  0.4559  -1.6484
H  -1.0271  -0.2687  -2.7824
H  -0.1640  -3.6688  -0.4626
H  -1.6509  -4.5868  -0.7860
H  -1.6311  -3.5362  0.6314
C  0.2188  4.5610  -0.4076
C  -0.0191  6.0154  -0.7671
O  -1.3873  6.3476  -0.4309
S  -1.6028  7.7110  0.3174
C  -3.2998  7.4516  0.7554
O  -0.8252  7.7074  1.5157
O  -1.4490  8.8017  -0.5870
H  -0.4404  4.0127  -1.0867
H  -0.0957  4.3947  0.6194
H  1.2348  4.2757  -0.6634
H  0.6689  6.6517  -0.1971
H  0.1757  6.2760  -1.8055
H  -3.2112  6.8445  1.6558
H  -3.8251  6.9408  -0.0417
H  -3.6962  8.4175  1.0544
C  3.7373  6.4248  -2.1706
C  3.5141  5.3495  -3.2109
O  2.1354  4.9160  -3.0434
S  1.4984  3.9154  -4.1034
C  2.3935  2.4415  -3.7034
O  0.1483  3.7930  -3.6971
O  1.8403  4.3474  -5.4149
H  3.0087  6.2525  -1.3763
H  3.6579  7.4382  -2.5521
H  4.6941  6.3064  -1.6608
H  3.6155  5.6104  -4.2644
H  4.2024  4.5142  -3.0524
H  3.4490  2.6346  -3.8739
H  2.0450  1.6591  -4.3730
H  2.2167  2.2313  -2.6514
C  2.7709  -7.3847  -3.0337
C  1.7180  -7.7005  -1.9950
O  2.2134  -7.3725  -0.6749
S  1.6547  -6.0543  -0.0274
C  2.8307  -5.8809  1.2602
O  1.8008  -4.9906  -0.9845
O  0.3653  -6.2418  0.5312
H  3.4304  -8.2279  -3.2547
H  3.4611  -6.5779  -2.7772
H  2.3541  -7.0702  -3.9930
H  0.8162  -7.1375  -2.2174
H  1.5604  -8.7728  -2.0261
H  2.8934  -4.8188  1.4861
H  3.7301  -6.4625  1.1084
H  2.3336  -6.2564  2.1586
C  -4.3785  -5.6699  -0.5578
C  -3.5385  -6.9227  -0.5154
O  -4.1636  -7.9321  -1.3506
S  -3.2864  -9.2339  -1.6041
C  -4.1536  -9.7646  -3.0337
O  -1.9618  -8.8528  -1.9763
O  -3.4949  -10.1162  -0.5137
H  -3.8310  -4.8973  -0.0176
H  -5.3118  -5.8304  -0.0135
H  -4.6327  -5.3174  -1.5543
H  -2.5425  -6.7088  -0.9084
H  -3.4297  -7.3083  0.4981
H  -4.4722  -8.8777  -3.5699
H  -5.0110  -10.3494  -2.7056
H  -3.5312  -10.3967  -3.6603
C  3.5140  -1.2873  -0.1543
C  2.2876  -1.6647  0.6463
O  2.5160  -1.4021  2.0463
S  1.5071  -2.1487  3.0327
C  1.6674  -1.0544  4.4057
O  0.1929  -2.1029  2.4829
O  2.0847  -3.4143  3.3494
H  3.4602  -1.7298  -1.1494
H  4.3691  -1.8005  0.3049
H  3.7296  -0.2247  -0.2167
H  1.4169  -1.0917  0.3207
H  2.0083  -2.6947  0.4226
H  1.3803  -0.0638  4.0594
H  2.7274  -1.0676  4.6462
H  0.9961  -1.4284  5.1721
C  -5.7835  4.1186  1.2438
C  -4.9802  3.8721  2.5019
O  -4.7570  2.4554  2.6291
S  -3.3605  1.9753  3.1979
C  -2.3193  2.1074  1.7646
O  -2.9355  2.9014  4.1941
O  -3.4953  0.6097  3.5240
H  -6.5337  3.3523  1.0537
H  -5.1682  4.1876  0.3455
H  -6.3421  5.0481  1.3711
H  -4.0222  4.3897  2.5031
H  -5.5692  4.2611  3.3320
H  -2.7158  2.8690  1.0979
H  -2.2937  1.1119  1.3298
H  -1.3312  2.4082  2.1084
C  2.7851  5.4421  3.5811
C  2.0035  4.2174  3.1603
O  2.5188  3.7751  1.8693
S  2.5921  2.2177  1.5991
C  4.0989  1.8173  2.4469
O  1.4959  1.6026  2.2774
O  2.7477  2.0045  0.1984
H  2.9671  5.4778  4.6564
H  2.2551  6.3361  3.2645
H  3.8010  5.4051  3.1859
H  1.9787  3.4463  3.9306
H  0.9532  4.4355  2.9698
H  3.8194  1.8104  3.4987
H  4.8331  2.5947  2.2576
H  4.4527  0.8477  2.1076

Results
multiplicity	1
SMILES string	CCOS(C)(=O)=O.CCOS(C)(=O)=O.CCOS(C)(=O)=O.CCOS(C)(=O)=O.CCOS(C)(=O)=O.CCOS(C)(=O)=O.CCOS(C)(=O)=O.CCOS(C)(=O)=O
lowest unoccupied orbital energy	-0.1	eV
HOMO energy	-10.5	eV



Stability summary - winner: B; margin: 280.5 kJ/mol.



A | Density functional theory data (ωB97M-V/def2-TZVPD) for a molecular structure, C3H5NO2S2.

CARTESIAN COORDINATES (ANGSTROEM)
C  -1.5857  0.8895  -0.0957
C  -0.6068  -0.0377  -0.7724
C  0.5667  -0.0033  0.1344
N  1.9110  0.2070  -0.1593
O  -0.7050  0.1259  2.4511
O  0.5564  -2.5896  -0.8871
S  -0.3513  1.0125  1.3986
S  -0.2540  -1.7620  0.0092
H  -1.4834  1.7831  -0.5530
H  -2.5650  0.5968  0.2815
H  -0.4003  -0.1090  -1.8943
H  2.4815  0.4492  0.6570
H  2.4359  -0.5624  -0.5700

Results
multiplicity	3
lowest unoccupied orbital energy (alpha / beta)	0.5 / -2.6	eV
HOMO energy (alpha / beta)	-4.8 / -8.9	eV



B | Density functional theory data (ωB97M-V/def2-TZVPD) for a single C3H5NO2S2 molecule.

CARTESIAN COORDINATES (ANGSTROEM)
C  -1.8064  -0.0126  -0.8837
C  -1.2399  -0.9080  0.0991
C  1.9883  1.1994  -0.1406
N  1.3311  0.3911  0.6893
O  2.2324  0.8991  -1.2947
O  1.0640  -1.8588  1.4165
S  -2.6046  0.4035  0.6859
S  0.7819  -1.1610  0.1768
H  -2.3696  -0.5817  -1.6662
H  -1.3236  0.8444  -1.2816
H  -1.6287  -1.8381  0.0550
H  2.3743  2.1630  0.3834
H  1.2009  0.4597  1.7608

Results
multiplicity	3
lowest unoccupied orbital energy (alpha / beta)	0.5 / -3.3	eV
HOMO energy (alpha / beta)	-6.1 / -9.1	eV



Stability summary - winner: B; margin: 143.9 kJ/mol.



A | Density functional theory data (ωB97M-V/def2-TZVPD) for a single C5H7N3OS molecule.

CARTESIAN COORDINATES (ANGSTROEM)
C  0.5976  2.0659  -1.0565
C  -0.2137  1.0929  -0.6640
C  -1.7003  1.1992  -0.9192
N  -2.3542  0.6901  0.1292
O  -2.1854  1.7600  -1.8680
N  0.1495  0.0703  0.3131
N  1.2976  0.0552  0.8921
C  1.8251  -1.0703  1.1515
C  1.1106  -2.3429  0.6906
S  -0.4701  -1.7382  0.0096
H  1.6688  1.8899  -0.9189
H  0.2485  2.6827  -1.7498
H  -1.6897  0.3112  0.8175
H  -3.4091  0.3405  0.2221
H  2.7168  -1.2220  1.7364
H  1.6107  -2.6909  -0.1515
H  0.7973  -3.0936  1.3658

Results
multiplicity	1
SMILES string	C=C(C(N)=O)N1N=CCS1
lowest unoccupied orbital energy	0.2	eV
HOMO energy	-8.4	eV



B | Density functional theory data (ωB97M-V/def2-TZVPD) for a molecular structure, C5H7N3OS.

CARTESIAN COORDINATES (ANGSTROEM)
C  -2.4945  -1.8637  0.3972
C  -1.6151  0.0020  0.3743
C  1.5384  0.1312  0.2038
C  1.2113  1.3998  0.1841
C  2.8941  -0.3101  -0.2039
N  -1.7212  -1.0778  1.1191
N  -2.9341  -1.3412  -0.7136
N  -2.4307  -0.0998  -0.6893
O  -0.9091  2.8478  -0.3286
S  -0.5000  2.0309  0.7426
H  -2.8095  -2.8883  0.7665
H  0.8078  -0.5390  0.7049
H  1.7314  2.2063  -0.3480
H  3.6403  -0.1778  0.5494
H  2.8380  -1.3419  -0.5868
H  3.2874  0.3274  -0.9172
H  -2.5344  0.6941  -1.2545

Results
multiplicity	1
lowest unoccupied orbital energy	-0.4	eV
HOMO energy	-9.5	eV



Stability summary - winner: A; margin: 110.3 kJ/mol.